No. 1
{"formula": "C23H27BrN4O11P2S5Ti", "method": "ωB97M-V with the def2-TZVPD basis set", "elements": ["Ti", "O", "C", "C", "C", "C", "C", "C", "C", "O", "N", "N", "C", "C", "Br", "C", "C", "C", "C", "C", "C", "C", "H", "H", "H", "H", "H", "H", "H", "H", "H", "H", "H", "H", "H", "H", "C", "C", "O", "P", "O", "O", "O", "P", "O", "O", "O", "H", "H", "H", "H", "H", "H", "H", "N", "N", "C", "O", "O", "H", "H", "H", "C", "S", "C", "C", "S", "S", "C", "S", "S", "H", "H", "H"], "positions_angstrom": [[0.310, -0.131, 0.772], [2.891, -4.212, -1.577], [3.878, -3.305, -1.321], [5.172, -3.603, -1.725], [6.197, -2.704, -1.466], [5.938, -1.505, -0.818], [4.642, -1.212, -0.413], [3.612, -2.108, -0.650], [2.224, -1.861, -0.121], [2.053, -0.605, 0.446], [1.216, -2.038, -1.167], [0.027, -1.454, -0.618], [-1.112, -2.147, -1.028], [-2.351, -1.737, -1.127], [-1.180, 1.770, -3.657], [-3.653, -1.607, -1.058], [-4.574, -1.336, -2.174], [-4.133, -1.268, -3.496], [-5.030, -1.028, -4.522], [-6.383, -0.853, -4.252], [-6.832, -0.917, -2.941], [-5.931, -1.157, -1.912], [2.030, -3.748, -1.487], [5.355, -4.538, -2.240], [7.206, -2.944, -1.781], [6.737, -0.802, -0.622], [4.405, -0.285, 0.094], [1.999, -2.619, 0.641], [1.483, -1.466, -1.971], [-0.952, -3.214, -1.197], [-4.118, -1.711, -0.077], [-3.076, -1.367, -3.699], [-4.668, -0.954, -5.540], [-7.079, -0.655, -5.058], [-7.882, -0.772, -2.717], [-6.280, -1.202, -0.886], [0.113, 4.951, 0.611], [1.066, 3.795, 0.890], [2.360, 4.300, 1.205], [0.480, 2.813, 2.348], [1.172, 3.487, 3.612], [-1.023, 3.146, 2.615], [0.811, 1.353, 2.307], [1.274, 2.650, -0.567], [0.699, 3.417, -1.811], [2.731, 2.388, -0.613], [0.302, 1.488, -0.253], [0.012, 5.586, 1.493], [-0.873, 4.591, 0.319], [0.522, 5.537, -0.212], [2.970, 3.732, 0.692], [1.968, 3.001, 3.859], [-1.741, 2.592, 2.151], [0.085, 2.895, -2.428], [-2.829, 2.022, -0.198], [-2.901, 1.762, 1.204], [-2.587, 0.462, 1.725], [-3.189, 0.058, 2.697], [-1.604, -0.093, 1.106], [-3.236, 1.251, -0.725], [-1.854, 2.005, -0.481], [-3.792, 2.067, 1.569], [1.466, -4.872, 1.557], [1.767, -4.748, 3.336], [2.534, -3.174, 3.454], [1.952, -1.970, 3.232], [0.298, -1.702, 2.788], [3.024, -0.607, 3.518], [4.436, -1.466, 3.991], [5.809, -0.732, 4.565], [4.200, -3.166, 3.978], [1.038, -5.860, 1.388], [2.394, -4.781, 0.996], [0.751, -4.109, 1.251]], "forces_ev_per_angstrom": [[0.09, 0.34, 0.65], [-0.05, 0.00, -0.01], [0.03, 0.02, 0.02], [0.00, -0.01, 0.00], [0.00, 0.00, 0.00], [-0.01, -0.01, 0.00], [0.00, 0.01, -0.01], [0.00, 0.00, 0.00], [0.02, -0.07, -0.01], [0.07, -0.07, 0.05], [0.03, 0.05, -0.03], [-0.28, -0.33, -0.34], [0.11, -0.11, 0.32], [-0.12, -0.23, 0.03], [-0.08, -0.06, 0.02], [0.09, 0.09, 0.07], [-0.01, 0.07, -0.06], [0.00, 0.09, 0.05], [0.00, 0.04, -0.04], [-0.02, -0.01, -0.01], [0.02, -0.01, 0.00], [-0.05, 0.00, 0.00], [0.04, 0.00, -0.04], [0.00, 0.00, 0.00], [0.00, 0.00, 0.00], [0.00, 0.00, 0.00], [0.00, 0.00, 0.00], [0.07, 0.14, -0.08], [0.01, 0.04, 0.07], [0.06, 0.06, -0.13], [0.00, -0.01, 0.00], [0.06, 0.02, -0.03], [0.01, 0.00, 0.01], [0.01, 0.00, 0.01], [0.01, 0.00, 0.01], [0.01, 0.00, 0.00], [0.03, 0.02, 0.02], [-0.06, -0.01, -0.03], [0.01, -0.04, 0.09], [-0.01, 0.10, 0.01], [-0.11, -0.04, 0.10], [-0.19, -0.15, -0.05], [0.02, -0.18, -0.17], [-0.11, 0.24, -0.13], [0.06, -0.09, 0.27], [0.03, -0.11, 0.00], [-0.13, 0.21, -0.46], [0.00, 0.00, 0.01], [0.00, -0.01, 0.00], [-0.01, 0.00, 0.01], [0.01, -0.01, -0.03], [0.06, 0.06, -0.06], [0.29, 0.30, -0.23], [0.00, -0.04, 0.05], [0.15, -0.02, 0.00], [-0.05, -0.20, 0.05], [-0.03, 0.23, -0.05], [-0.04, -0.07, -0.05], [0.10, -0.21, 0.03], [-0.09, -0.01, 0.12], [0.10, 0.16, 0.03], [-0.05, -0.03, -0.01], [0.01, -0.07, 0.04], [-0.02, -0.02, 0.00], [0.01, -0.01, -0.01], [0.06, -0.02, -0.01], [-0.07, 0.04, -0.03], [0.00, 0.00, -0.18], [-0.19, 0.03, 0.52], [0.07, 0.00, -0.20], [0.07, 0.00, -0.16], [0.00, 0.00, 0.00], [-0.02, -0.04, 0.02], [-0.04, -0.04, 0.02]], "lumo_energy_ev": 3.9, "e_homo_ev": -3.2, "e_above_lowest_kcal_mol": 0.00, "total_charge": -2, "e_tot_ha": -8036.956155}


No. 2
{"formula": "C23H27Cl2N2O13S4", "method": "ωB97M-V with the def2-TZVPD basis set", "elements": ["C", "C", "Cl", "C", "Cl", "S", "O", "O", "N", "S", "O", "O", "C", "C", "C", "S", "C", "S", "N", "C", "C", "O", "C", "C", "H", "H", "H", "H", "H", "H", "H", "H", "H", "H", "H", "H", "H", "H", "H", "H", "H", "H", "H", "C", "C", "C", "O", "C", "C", "C", "O", "O", "O", "H", "H", "H", "H", "C", "C", "C", "O", "C", "C", "C", "O", "O", "O", "H", "H", "H", "H"], "positions_angstrom": [[0.196, -3.953, 2.758], [0.109, -2.679, 1.915], [-0.253, -3.171, 0.240], [-0.926, -1.700, 2.476], [-0.215, -1.116, 4.016], [-1.308, -0.180, 1.484], [-1.675, 0.795, 2.481], [-0.104, 0.066, 0.707], [-2.554, -0.689, 0.631], [-3.265, 0.393, -0.340], [-4.689, 0.129, -0.310], [-2.821, 1.746, -0.073], [-2.753, 0.078, -2.052], [-1.744, -1.047, -2.309], [-2.285, -2.204, -3.174], [-2.745, -3.697, -2.284], [-4.413, -3.389, -1.773], [-5.439, -2.382, -2.549], [-4.726, -4.171, -0.670], [-6.108, -4.051, -0.184], [-6.190, -2.977, 0.889], [-5.625, -3.531, 2.080], [-4.409, -4.218, 1.832], [-3.780, -3.939, 0.475], [0.152, -3.721, 3.822], [-0.638, -4.616, 2.516], [1.125, -4.485, 2.551], [1.069, -2.166, 1.909], [-1.870, -2.186, 2.725], [-2.358, 1.045, -2.363], [-3.668, -0.106, -2.611], [-1.362, -1.417, -1.358], [-0.880, -0.639, -2.839], [-1.499, -2.545, -3.854], [-3.132, -1.903, -3.792], [-6.795, -3.913, -1.014], [-6.362, -4.997, 0.305], [-5.671, -2.061, 0.586], [-7.221, -2.715, 1.126], [-3.672, -3.910, 2.582], [-4.569, -5.297, 1.972], [-2.889, -4.554, 0.359], [-3.451, -2.894, 0.450], [5.355, 0.535, -1.690], [4.270, 0.068, -2.322], [2.865, 0.237, -1.771], [1.975, -0.218, -2.466], [2.687, 0.907, -0.503], [3.775, 1.371, 0.130], [5.173, 1.223, -0.432], [6.089, 1.700, 0.222], [3.745, 2.000, 1.296], [4.301, -0.575, -3.479], [6.357, 0.424, -2.078], [1.683, 0.999, -0.101], [4.667, 2.249, 1.501], [3.362, -0.778, -3.677], [3.888, 6.249, 1.683], [3.630, 7.245, 0.825], [4.382, 7.405, -0.477], [4.058, 8.346, -1.181], [5.419, 6.454, -0.802], [5.677, 5.449, 0.051], [4.921, 5.290, 1.357], [5.236, 4.362, 2.080], [6.598, 4.531, -0.177], [2.710, 8.177, 1.025], [3.354, 6.127, 2.615], [5.953, 6.576, -1.733], [6.549, 3.865, 0.536], [2.738, 8.752, 0.235]], "forces_ev_per_angstrom": [[-0.12, 0.01, -0.03], [0.00, -0.07, 0.41], [0.01, -0.01, -0.13], [0.02, 0.00, -0.04], [-0.09, -0.05, 0.03], [-0.18, 0.12, 0.37], [0.23, -0.12, -0.36], [-0.11, 0.00, 0.09], [0.34, 0.18, -0.19], [-0.30, 0.15, 0.21], [0.23, -0.05, 0.03], [-0.15, -0.27, -0.04], [0.18, -0.17, -0.14], [0.00, -0.03, -0.16], [0.28, 0.21, -0.07], [-0.16, 0.00, 0.14], [0.04, -0.42, 0.08], [-0.08, -0.02, -0.21], [-0.03, 0.86, 0.10], [-0.16, -0.38, 0.17], [-0.08, -0.05, -0.09], [0.17, 0.26, 0.08], [0.09, -0.28, -0.07], [0.16, 0.08, -0.08], [0.10, 0.03, -0.04], [0.02, 0.05, 0.01], [-0.04, 0.00, -0.04], [-0.06, 0.05, -0.21], [0.01, 0.06, -0.12], [0.05, -0.06, 0.06], [-0.13, 0.06, 0.17], [0.00, -0.03, -0.08], [-0.02, 0.08, 0.09], [-0.06, -0.05, 0.08], [0.00, -0.01, 0.03], [0.13, 0.16, 0.00], [-0.03, 0.00, -0.10], [-0.02, -0.04, -0.01], [0.02, -0.09, 0.01], [-0.08, 0.01, 0.01], [-0.06, 0.04, -0.06], [-0.04, -0.07, 0.06], [0.00, -0.09, 0.03], [0.12, 0.03, 0.06], [0.03, -0.04, -0.06], [-0.04, 0.07, 0.15], [0.00, -0.02, -0.06], [-0.21, 0.01, -0.04], [0.07, 0.00, 0.04], [0.01, -0.10, -0.15], [0.02, 0.07, 0.05], [-0.12, -0.05, -0.11], [0.07, 0.02, 0.02], [-0.01, 0.00, -0.01], [0.02, -0.05, 0.03], [0.00, 0.07, 0.13], [-0.07, 0.00, 0.02], [0.00, -0.02, 0.05], [-0.04, 0.00, 0.04], [0.11, -0.06, -0.05], [-0.03, 0.04, 0.02], [0.00, 0.08, -0.06], [-0.03, -0.06, -0.05], [-0.11, 0.12, 0.17], [0.15, -0.06, -0.17], [-0.01, 0.05, 0.02], [-0.01, -0.03, 0.05], [-0.02, -0.01, -0.02], [0.01, -0.03, 0.00], [0.00, -0.08, 0.00], [0.02, 0.01, -0.06]], "lumo_energy_ev": 0.0, "e_homo_ev": -6.0, "total_charge": -1, "e_tot_ha": -4493.443560}


No. 3
{"formula": "C23H27ClN2O3", "method": "ωB97M-V with the def2-TZVPD basis set", "elements": ["C", "C", "O", "C", "O", "C", "C", "C", "C", "C", "C", "Cl", "C", "C", "C", "C", "N", "C", "O", "C", "C", "C", "C", "C", "C", "N", "C", "C", "C", "H", "H", "H", "H", "H", "H", "H", "H", "H", "H", "H", "H", "H", "H", "H", "H", "H", "H", "H", "H", "H", "H", "H", "H", "H", "H", "H"], "positions_angstrom": [[-0.779, 2.214, -2.414], [-0.144, 0.880, -2.779], [-0.086, 0.011, -1.646], [0.957, 0.145, -0.830], [1.846, 0.940, -1.001], [0.935, -0.861, 0.318], [1.845, -2.038, -0.123], [1.441, -2.596, -1.457], [0.509, -3.621, -1.554], [0.098, -4.098, -2.787], [0.628, -3.542, -3.939], [0.114, -4.123, -5.485], [1.571, -2.529, -3.867], [1.972, -2.066, -2.628], [-0.480, -1.344, 0.645], [-1.330, -0.205, 1.202], [-0.702, 0.395, 2.364], [-1.366, 0.381, 3.544], [-2.455, -0.156, 3.649], [-0.765, 1.116, 4.731], [-1.347, 2.543, 4.781], [-1.059, 3.288, 3.513], [-1.915, 3.207, 2.420], [-1.575, 3.854, 1.244], [-0.384, 4.564, 1.204], [0.431, 4.664, 2.239], [0.099, 4.044, 3.357], [0.608, 0.922, 2.067], [1.530, -0.191, 1.563], [-0.854, 2.837, -3.300], [-0.167, 2.727, -1.674], [-1.775, 2.058, -2.006], [-0.743, 0.343, -3.517], [0.870, 1.034, -3.160], [1.796, -2.815, 0.641], [2.871, -1.669, -0.178], [0.099, -4.061, -0.657], [-0.627, -4.893, -2.854], [1.985, -2.111, -4.771], [2.710, -1.279, -2.571], [-0.959, -1.746, -0.247], [-0.415, -2.134, 1.396], [-2.308, -0.577, 1.513], [-1.466, 0.569, 0.438], [-1.082, 0.582, 5.628], [0.322, 1.145, 4.711], [-2.427, 2.465, 4.923], [-0.918, 3.070, 5.635], [-2.833, 2.641, 2.494], [-2.219, 3.810, 0.379], [-0.068, 5.083, 0.309], [0.798, 4.159, 4.177], [1.051, 1.398, 2.939], [0.512, 1.688, 1.287], [2.500, 0.243, 1.316], [1.665, -0.938, 2.347]], "forces_ev_per_angstrom": [[0.16, -0.38, 0.07], [0.10, 0.41, -0.36], [-0.28, -0.10, 0.09], [0.02, -0.05, 0.27], [0.12, 0.13, -0.10], [0.16, -0.16, 0.18], [-0.11, 0.19, -0.09], [0.15, -0.21, 0.02], [0.10, 0.06, -0.05], [-0.04, -0.01, -0.12], [0.05, 0.08, 0.20], [-0.06, -0.07, -0.19], [-0.07, -0.05, -0.07], [-0.01, -0.12, 0.03], [-0.05, 0.29, -0.12], [-0.34, -0.34, -0.01], [-0.02, -0.19, -0.23], [0.37, 0.01, 0.21], [-0.45, -0.04, 0.24], [-0.19, -0.04, 0.08], [0.13, -0.10, -0.02], [-0.09, 0.25, -0.05], [0.14, 0.15, 0.01], [0.02, -0.04, 0.06], [-0.18, -0.02, -0.24], [0.47, 0.29, -0.08], [-0.25, -0.19, 0.19], [0.47, 0.01, 0.16], [-0.11, 0.27, -0.18], [-0.03, 0.09, -0.10], [0.03, 0.07, 0.04], [-0.11, 0.03, 0.02], [0.10, 0.03, 0.08], [-0.17, -0.08, -0.01], [0.03, 0.03, 0.06], [0.02, -0.03, 0.06], [-0.05, -0.05, 0.11], [-0.06, -0.07, -0.04], [0.03, 0.01, -0.10], [0.09, 0.10, 0.01], [-0.02, -0.06, 0.05], [0.01, -0.06, 0.02], [0.13, 0.11, -0.12], [-0.03, 0.01, 0.01], [0.06, -0.05, -0.11], [0.01, 0.02, 0.03], [0.04, 0.02, 0.07], [-0.08, 0.00, 0.00], [-0.10, -0.08, 0.02], [-0.04, 0.01, -0.09], [-0.06, 0.02, -0.12], [0.01, -0.05, 0.17], [-0.08, 0.00, -0.10], [0.00, 0.06, 0.10], [0.03, -0.06, 0.01], [0.01, -0.06, 0.02]], "lumo_energy_ev": 0.7, "e_homo_ev": -9.1, "e_above_lowest_kcal_mol": 2.07, "total_charge": 0, "e_tot_ha": -1688.121865}